Record 1
Below is a molecular structure, C19H15AsCl6MoN3O2, with properties calculated with ωB97M-V/def2-TZVPD.

ORCA input file:
```
! RIJCOSX wB97M-V def2-TZVPD def2/J DEFGRID3
* xyz 1 3
Mo 0.802 -0.473 -0.161
C -3.492 -2.064 -1.192
As -2.303 -2.070 0.296
C -1.599 -3.820 0.570
C -3.168 -1.429 1.868
O -1.079 -0.958 -0.101
H -4.335 -2.723 -0.989
H -2.949 -2.414 -2.069
H -3.844 -1.047 -1.353
H -2.411 -4.482 0.868
H -0.852 -3.768 1.359
H -1.157 -4.172 -0.360
H -3.997 -2.087 2.126
H -3.538 -0.424 1.676
H -2.429 -1.418 2.666
Cl 0.428 2.422 -2.413
C 0.869 0.893 -3.075
C 0.964 -0.220 -2.244
C 1.194 -1.442 -2.861
Cl 1.159 -2.854 -1.826
C 1.408 -1.595 -4.221
Cl 1.700 -3.141 -4.896
C 1.372 -0.452 -5.020
Cl 1.647 -0.585 -6.701
C 1.085 0.791 -4.450
Cl 0.989 2.181 -5.442
Cl 3.248 2.003 -0.362
C 3.021 1.855 1.356
C 4.111 2.009 2.192
C 3.946 1.853 3.561
C 2.697 1.542 4.075
C 1.615 1.383 3.220
C 1.750 1.539 1.840
C 0.593 1.333 0.921
H 5.078 2.244 1.769
H 4.795 1.966 4.221
H 2.564 1.420 5.142
H 0.637 1.148 3.624
H 0.498 2.138 0.194
H -0.342 1.255 1.483
O 2.583 -1.133 0.240
N 3.399 -1.261 1.274
C 2.855 -1.566 2.400
C 1.431 -1.708 2.484
N 0.287 -1.783 2.391
C 3.673 -1.764 3.560
N 4.282 -1.935 4.516
*
```

Results
Kohn-Sham gap (spin up / spin down) ... 0.271 / 0.273 hartree
<S²> ... 2.02
Relative energy (zero: lowest compared OMol25 entry of this formula, charge and spin) ... 3.5 kcal per mole
E_HOMO (spin up / spin down) ... -11.4 / -11.5 eV

Need the Löwdin charges? In units of e they are: atom 1 (Mo): 1.55, atom 2 (C): -0.17, atom 3 (As): 1.07, atom 4 (C): -0.19, atom 5 (C): -0.18, atom 6 (O): -0.65, atom 7 (H): 0.06, atom 8 (H): 0.05, atom 9 (H): 0.06, atom 10 (H): 0.06, atom 11 (H): 0.02, atom 12 (H): 0.03, atom 13 (H): 0.06, atom 14 (H): 0.06, atom 15 (H): 0.03, atom 16 (Cl): 0.71, atom 17 (C): -0.69, atom 18 (C): -0.33, atom 19 (C): -0.67, atom 20 (Cl): 0.71, atom 21 (C): -0.71, atom 22 (Cl): 0.73, atom 23 (C): -0.69, atom 24 (Cl): 0.74, atom 25 (C): -0.70, atom 26 (Cl): 0.73, atom 27 (Cl): 0.74, atom 28 (C): -0.62, atom 29 (C): -0.09, atom 30 (C): -0.07, atom 31 (C): -0.07, atom 32 (C): -0.07, atom 33 (C): -0.35, atom 34 (C): -0.26, atom 35 (H): 0.11, atom 36 (H): 0.12, atom 37 (H): 0.11, atom 38 (H): 0.11, atom 39 (H): 0.01, atom 40 (H): 0.07, atom 41 (O): -0.39, atom 42 (N): 0.09, atom 43 (C): -0.28, atom 44 (C): -0.13, atom 45 (N): 0.20, atom 46 (C): -0.15, atom 47 (N): 0.21

=====

Record 2
Below is 3 unconnected molecules or ions with the total composition C2H4BrCl4 at a distorted geometry, with properties calculated with ωB97M-V/def2-TZVPD.

ORCA input file:
```
! RIJCOSX wB97M-V def2-TZVPD def2/J DEFGRID3
* xyz -1 1
Br 1.033 -18.496 17.633
C 4.851 -18.869 18.291
Cl 4.421 -19.695 19.797
Cl 5.383 -17.191 18.573
H 5.664 -19.366 17.761
H 3.934 -18.841 17.703
C 2.458 -19.502 14.252
Cl 2.719 -21.116 15.081
Cl 2.257 -19.700 12.503
H 1.665 -19.031 14.833
H 3.320 -18.857 14.425
*
```

Results
Kohn-Sham gap ... 0.261 hartree
Relative energy (zero: lowest compared OMol25 entry of this formula, charge and spin) ... 0.0 kcal per mole
E_HOMO ... -4.1 eV

Need the Löwdin charges? In units of e they are: atom 1 (Br): -0.65, atom 2 (C): -1.04, atom 3 (Cl): 0.47, atom 4 (Cl): 0.45, atom 5 (H): 0.02, atom 6 (H): -0.07, atom 7 (C): -1.00, atom 8 (Cl): 0.40, atom 9 (Cl): 0.46, atom 10 (H): -0.05, atom 11 (H): 0.02

=====

Record 3
Below is a molecular structure, C29H48BrFeN3P2S at a distorted geometry, with properties calculated with ωB97M-V/def2-TZVPD.

ORCA input file:
```
! RIJCOSX wB97M-V def2-TZVPD def2/J DEFGRID3
* xyz 2 5
N -7.117 5.545 -6.802
C -6.874 6.166 -5.647
C -6.096 5.578 -4.638
C -5.504 4.316 -4.870
C -5.779 3.682 -6.102
C -6.603 4.339 -7.034
C -4.620 3.713 -3.880
Fe -0.260 0.020 0.042
P 6.049 -0.897 -1.069
C -3.689 2.764 -4.173
C -2.795 2.234 -3.183
C -1.624 1.550 -3.583
C -0.741 1.049 -2.627
C -1.054 1.195 -1.272
C -2.158 1.938 -0.851
C -3.045 2.429 -1.807
Br 1.958 0.421 -0.354
H -4.698 4.134 -2.876
H -3.539 2.435 -5.201
H -5.941 6.113 -3.703
H -5.383 2.695 -6.340
H -7.307 7.161 -5.503
H -6.842 3.865 -7.991
H -1.419 1.439 -4.649
H -3.946 2.960 -1.500
H 0.185 0.563 -2.939
H -2.361 2.144 0.200
P -0.721 -2.021 -0.980
C 5.536 0.865 -0.866
C 6.630 1.824 -1.338
H 5.305 1.019 0.197
H 4.608 1.011 -1.434
H 6.448 2.823 -0.935
H 7.621 1.500 -1.006
H 6.641 1.900 -2.429
C 5.241 -1.330 -2.673
C 5.951 -2.500 -3.358
H 5.282 -0.430 -3.302
H 4.187 -1.560 -2.466
H 5.664 -2.542 -4.413
H 7.039 -2.392 -3.310
H 5.681 -3.456 -2.900
C 4.983 -1.799 0.134
C 5.728 -2.069 1.441
H 4.697 -2.743 -0.353
H 4.072 -1.203 0.296
H 5.179 -2.804 2.038
H 6.732 -2.467 1.259
H 5.823 -1.156 2.035
C -0.543 -3.355 0.261
C -1.623 -4.438 0.253
H -0.487 -2.864 1.245
H 0.446 -3.801 0.079
H -2.584 -4.064 0.624
H -1.785 -4.863 -0.746
H -1.316 -5.262 0.908
C 0.543 -2.387 -2.254
C 0.079 -2.428 -3.709
H 0.987 -3.351 -1.962
H 1.322 -1.623 -2.112
H -0.548 -3.306 -3.905
H -0.481 -1.532 -4.002
H 0.955 -2.495 -4.366
C -2.354 -2.146 -1.773
C -3.542 -1.784 -0.876
H -2.441 -3.175 -2.158
H -2.330 -1.477 -2.647
H -4.199 -1.077 -1.398
H -4.137 -2.674 -0.632
H -3.243 -1.306 0.067
S -1.686 0.058 1.730
C -0.920 -0.227 3.276
N -0.299 0.764 3.921
C 0.200 0.637 5.296
C 0.655 -0.787 5.526
C -0.423 -1.785 5.150
N -0.995 -1.438 3.846
H -0.383 1.681 3.495
H -0.593 0.914 6.008
H 1.025 1.343 5.408
H 0.922 -0.921 6.577
H 1.553 -0.983 4.933
H -1.221 -1.799 5.906
H -0.013 -2.795 5.073
H -1.569 -2.112 3.350
*
```

Results
Kohn-Sham gap (spin up / spin down) ... 0.199 / 0.113 hartree
<S²> ... 6.32
Relative energy (zero: lowest compared OMol25 entry of this formula, charge and spin) ... 0.0 kcal per mole
E_HOMO (spin up / spin down) ... -11.8 / -12.0 eV

Need the Löwdin charges? In units of e they are: atom 1 (N): 0.05, atom 2 (C): -0.13, atom 3 (C): -0.01, atom 4 (C): -0.22, atom 5 (C): -0.01, atom 6 (C): -0.13, atom 7 (C): -0.02, atom 8 (Fe): -0.07, atom 9 (P): 1.22, atom 10 (C): -0.04, atom 11 (C): -0.21, atom 12 (C): -0.01, atom 13 (C): -0.12, atom 14 (C): -0.27, atom 15 (C): -0.11, atom 16 (C): 0.00, atom 17 (Br): 0.29, atom 18 (H): 0.11, atom 19 (H): 0.11, atom 20 (H): 0.11, atom 21 (H): 0.10, atom 22 (H): 0.11, atom 23 (H): 0.11, atom 24 (H): 0.12, atom 25 (H): 0.12, atom 26 (H): 0.09, atom 27 (H): 0.07, atom 28 (P): 0.90, atom 29 (C): -0.39, atom 30 (C): -0.14, atom 31 (H): 0.09, atom 32 (H): 0.05, atom 33 (H): 0.09, atom 34 (H): 0.07, atom 35 (H): 0.08, atom 36 (C): -0.36, atom 37 (C): -0.14, atom 38 (H): 0.09, atom 39 (H): 0.09, atom 40 (H): 0.09, atom 41 (H): 0.07, atom 42 (H): 0.08, atom 43 (C): -0.38, atom 44 (C): -0.14, atom 45 (H): 0.09, atom 46 (H): 0.01, atom 47 (H): 0.08, atom 48 (H): 0.08, atom 49 (H): 0.08, atom 50 (C): -0.37, atom 51 (C): -0.13, atom 52 (H): 0.05, atom 53 (H): 0.08, atom 54 (H): 0.07, atom 55 (H): 0.08, atom 56 (H): 0.08, atom 57 (C): -0.39, atom 58 (C): -0.13, atom 59 (H): 0.08, atom 60 (H): 0.00, atom 61 (H): 0.08, atom 62 (H): 0.06, atom 63 (H): 0.08, atom 64 (C): -0.37, atom 65 (C): -0.13, atom 66 (H): 0.09, atom 67 (H): 0.08, atom 68 (H): 0.08, atom 69 (H): 0.08, atom 70 (H): 0.01, atom 71 (S): 0.74, atom 72 (C): -0.68, atom 73 (N): 0.04, atom 74 (C): -0.14, atom 75 (C): -0.16, atom 76 (C): -0.14, atom 77 (N): 0.04, atom 78 (H): 0.15, atom 79 (H): 0.14, atom 80 (H): 0.13, atom 81 (H): 0.13, atom 82 (H): 0.12, atom 83 (H): 0.14, atom 84 (H): 0.13, atom 85 (H): 0.13

=====

Record 4
Below is a single C3H9N3S molecule at a distorted geometry, with properties calculated with ωB97M-V/def2-TZVPD.

ORCA input file:
```
! RIJCOSX wB97M-V def2-TZVPD def2/J DEFGRID3
* xyz 0 1
N -1.508 -0.776 0.095
C -0.725 0.070 1.001
C 0.432 0.777 0.253
N 0.023 1.487 -0.949
C 1.566 -0.193 -0.104
N 1.155 -1.266 -0.795
S 3.134 0.095 0.312
H -2.142 -0.204 -0.446
H -2.116 -1.419 0.617
H -0.318 -0.570 1.780
H -1.316 0.853 1.493
H 0.854 1.523 0.945
H -0.384 0.836 -1.614
H -0.655 2.202 -0.730
H 0.165 -1.490 -0.849
H 1.835 -1.925 -1.008
*
```

Results
Kohn-Sham gap ... 0.319 hartree
Relative energy (zero: lowest compared OMol25 entry of this formula, charge and spin) ... 0.0 kcal per mole
SMILES ... NC[C@H](N)C(N)=S
E_HOMO ... -8.0 eV

Need the Löwdin charges? In units of e they are: atom 1 (N): -0.02, atom 2 (C): -0.23, atom 3 (C): -0.43, atom 4 (N): 0.05, atom 5 (C): -0.87, atom 6 (N): 0.10, atom 7 (S): 0.61, atom 8 (H): 0.07, atom 9 (H): 0.09, atom 10 (H): 0.12, atom 11 (H): 0.11, atom 12 (H): 0.12, atom 13 (H): 0.07, atom 14 (H): 0.07, atom 15 (H): 0.08, atom 16 (H): 0.07